Density functional theory data (ωB97M-V/def2-TZVPD) for a structure of composition C30H59N6O5PS2W.

Positions of all 104 atoms, in Å:
W: -0.001442 -1.257938 1.104410
C: -0.085222 -3.301651 -1.373986
O: -0.155133 -2.336639 -0.327755
C: 2.105640 -1.189750 0.633086
C: 2.753570 -0.784843 1.928242
O: 1.603409 -0.292677 2.638715
C: 1.889496 0.397917 3.869108
H: 0.697039 -3.008804 -2.070537
H: -1.045765 -3.332372 -1.883967
H: 0.135031 -4.279582 -0.948681
H: 2.221137 -0.422893 -0.129704
H: 2.469026 -2.123626 0.203205
H: 3.507217 0.000084 1.839933
H: 3.189927 -1.620934 2.486181
H: 2.617463 1.185658 3.675409
H: 2.290565 -0.299859 4.606918
H: 0.969078 0.851645 4.223641
C: -3.604118 -3.983567 2.812145
O: -3.950412 -3.522278 1.498319
C: -3.185871 -2.627345 0.912446
O: -2.139494 -2.185503 1.432102
N: -3.687143 -2.254219 -0.264862
N: -3.084544 -1.232994 -1.004039
H: -4.398485 -4.664330 3.097885
H: -3.569612 -3.146268 3.508350
H: -2.655563 -4.522398 2.784502
H: -4.597211 -2.621132 -0.518988
H: -3.673336 -0.406205 -0.961144
H: -3.029527 -1.528702 -1.973297
N: -0.401814 -1.978014 3.392340
N: -1.102477 -1.170138 4.307981
C: -1.568443 0.034214 3.936833
N: -2.233651 0.754364 4.816366
S: -1.264346 0.597534 2.365242
H: -0.948753 -2.833253 3.293070
H: 0.515177 -2.184532 3.787163
H: -1.258503 -1.554957 5.230996
H: -2.403887 0.453311 5.766519
H: -2.597322 1.659231 4.552948
O: -0.159291 0.347182 -0.047882
P: -0.136961 1.620167 -1.021352
C: 1.170300 1.278547 -2.243014
C: 0.997140 -0.113699 -2.887257
C: 0.360835 -0.113475 -4.274359
C: 1.146363 0.783219 -5.220603
C: 1.132805 2.219840 -4.720641
C: 1.591470 2.377476 -3.266175
C: 0.166796 3.004103 0.129561
C: 0.343091 4.434722 -0.443787
C: 1.787162 4.846983 -0.730260
C: 2.713872 4.577449 0.446444
C: 2.652460 3.099748 0.814035
C: 1.229919 2.711430 1.202923
C: -1.807967 1.707658 -1.708380
C: -1.952300 2.701384 -2.894593
C: -3.379730 3.237368 -2.970464
C: -3.689227 4.098387 -1.749482
C: -3.281917 3.400766 -0.432104
C: -2.898764 1.932397 -0.638684
H: 2.012588 1.202784 -1.542843
H: 0.437853 -0.758203 -2.214396
H: 2.002363 -0.538969 -2.986123
H: -0.684645 0.210692 -4.226459
H: 0.343701 -1.141161 -4.646328
H: 0.726968 0.740083 -6.225268
H: 2.173564 0.412696 -5.296171
H: 0.141059 2.641990 -4.860799
H: 1.796558 2.833947 -5.330119
H: 1.303860 3.365732 -2.915508
H: 2.683730 2.367355 -3.258074
H: -0.808472 2.988647 0.633259
H: -0.046360 5.098961 0.333963
H: -0.294871 4.607540 -1.310847
H: 1.795393 5.903148 -1.000656
H: 2.186716 4.315512 -1.595334
H: 2.411689 5.172652 1.313856
H: 3.732123 4.876410 0.201159
H: 3.326053 2.884890 1.647616
H: 3.004295 2.495968 -0.033908
H: 0.943071 3.311642 2.073258
H: 1.175256 1.670893 1.527368
H: -1.920549 0.697661 -2.120616
H: -1.695541 2.186590 -3.813695
H: -1.267365 3.548252 -2.809472
H: -4.084425 2.406199 -3.064534
H: -3.490698 3.826073 -3.880905
H: -4.745759 4.359389 -1.732336
H: -3.142070 5.038012 -1.845534
H: -4.106573 3.429485 0.280425
H: -2.463053 3.943880 0.043758
H: -3.792525 1.396032 -0.969666
H: -2.618640 1.473629 0.314062
S: 0.536473 -4.275275 1.814445
C: 1.898736 -5.290731 1.646115
N: 1.663736 -6.648492 1.621126
C: 2.625359 -7.559854 1.537303
C: 3.963611 -7.160100 1.463089
C: 4.259287 -5.809656 1.474023
C: 3.227154 -4.872855 1.563107
H: 0.698535 -6.964709 1.677939
H: 2.318276 -8.598794 1.532994
H: 4.735752 -7.915656 1.399353
H: 5.287904 -5.476102 1.417621
H: 3.442126 -3.814395 1.572731

Force components x, y, z for each atom (eV/Å):
W -0.626 2.316 -0.787
C -0.128 0.195 -0.195
O 0.088 -0.277 0.736
C -0.032 -0.237 -0.161
C 0.055 -0.094 -0.045
O -0.169 -0.222 -0.116
C -0.046 0.113 -0.029
H 0.035 0.010 0.003
H 0.001 0.001 0.006
H -0.003 0.013 0.051
H 0.049 0.017 -0.037
H 0.032 -0.023 0.093
H -0.040 0.038 0.017
H 0.010 0.046 0.043
H 0.009 -0.013 -0.004
H -0.002 -0.004 -0.006
H 0.002 0.000 0.000
C 0.002 -0.019 0.006
O 0.022 -0.017 -0.013
C -0.073 0.131 -0.008
O 0.043 -0.288 0.177
N 0.020 -0.015 -0.022
N -0.023 -0.129 -0.004
H -0.002 0.003 -0.003
H 0.000 0.004 -0.003
H -0.002 0.006 0.002
H 0.007 0.003 0.001
H 0.056 -0.104 0.002
H -0.013 -0.022 0.004
N 0.119 -0.139 -0.091
N 0.088 0.054 -0.062
C 0.007 -0.154 -0.028
N -0.005 0.019 0.021
S -0.067 -0.102 -0.070
H 0.050 -0.009 -0.061
H -0.054 -0.061 0.030
H -0.012 0.022 -0.001
H -0.011 0.001 -0.003
H 0.005 -0.003 0.005
O 0.200 -0.754 0.385
P 0.144 0.186 0.157
C 0.006 -0.001 0.002
C 0.115 0.034 -0.097
C -0.010 -0.059 0.014
C -0.013 -0.009 0.001
C 0.039 -0.024 0.041
C -0.018 0.007 0.018
C -0.004 0.040 -0.133
C -0.044 -0.006 0.079
C 0.061 -0.003 -0.083
C -0.038 0.005 0.049
C 0.035 -0.014 -0.031
C 0.026 -0.082 0.093
C 0.008 0.024 -0.197
C 0.008 0.005 0.024
C 0.046 0.050 -0.054
C 0.037 -0.034 0.001
C -0.060 -0.037 -0.022
C 0.067 0.058 0.151
H -0.013 0.007 0.057
H -0.056 -0.168 0.138
H -0.047 -0.033 0.024
H -0.008 0.060 0.016
H 0.001 0.030 -0.008
H 0.007 -0.009 0.003
H 0.006 0.010 0.018
H -0.177 0.006 0.041
H -0.017 0.006 -0.004
H -0.039 -0.026 -0.013
H 0.005 0.011 0.003
H 0.051 -0.024 0.029
H 0.009 0.018 -0.009
H 0.014 -0.041 -0.029
H -0.010 0.011 0.050
H -0.012 0.035 0.035
H 0.003 0.017 -0.012
H 0.004 -0.015 -0.015
H 0.000 0.007 0.007
H -0.008 0.022 0.014
H 0.017 0.013 0.007
H 0.031 0.122 -0.097
H 0.011 -0.021 0.047
H 0.075 -0.034 -0.117
H 0.009 0.005 0.027
H -0.009 -0.006 0.019
H -0.003 0.002 0.013
H -0.009 -0.010 -0.011
H -0.040 0.023 0.014
H 0.006 0.036 0.021
H 0.004 0.001 -0.034
H -0.041 0.194 -0.037
H -0.035 0.020 -0.099
S 0.418 -0.672 -0.031
C -0.188 -0.016 0.094
N 0.069 -0.068 -0.025
C -0.038 0.020 0.001
C 0.003 0.022 0.001
C 0.009 -0.039 -0.007
C -0.006 0.010 -0.005
H 0.001 0.016 0.018
H 0.009 -0.002 -0.003
H 0.006 0.007 -0.001
H 0.002 -0.004 -0.003
H -0.011 0.013 0.015

Summary:
net charge = +4
ΔE to the lowest compared entry with this formula, charge and spin = 265.4 kJ/mol
highest occupied orbital energy (alpha / beta) = -18.8 / -18.9 eV
total energy = -3086.71376 hartree
multiplicity = 3